(1)
ORCA calculation (ωB97M-V/def2-TZVPD) on a structure of composition C35H35BF6O2.

Positions of all 79 atoms, in Å:
F: -5.07459 1.70059 2.83945
C: -5.06012 0.53007 2.12444
F: -6.08495 -0.25175 2.59139
F: -5.36194 0.84960 0.82514
C: -3.71769 -0.14242 2.20777
C: -3.66023 -1.45448 2.67092
C: -2.43136 -2.07453 2.74759
C: -1.21120 -1.37508 2.42523
C: 0.03179 -1.84700 2.91720
C: 1.27334 -1.18088 2.75112
C: 1.51162 0.19111 3.06065
C: 2.78902 0.71873 2.90738
C: 3.83452 -0.12308 2.52952
C: 5.19815 0.48517 2.36384
F: 6.12355 -0.41975 1.92414
F: 5.18823 1.51994 1.46087
F: 5.63567 0.98720 3.56707
C: 3.65541 -1.48759 2.28286
C: 2.39086 -2.01283 2.46400
C: -1.34264 -0.07218 1.85413
C: -2.58210 0.53461 1.75158
H: -4.57424 -1.98457 2.95788
H: -2.39020 -3.06399 3.22246
H: 0.08910 -2.83579 3.38565
H: 0.71165 0.82642 3.44800
H: 2.96860 1.79704 2.99322
H: 4.45985 -2.10886 1.87883
H: 2.21354 -3.08910 2.33568
H: -0.45642 0.49670 1.58444
H: -2.69668 1.52847 1.31151
C: 1.06117 -3.70645 11.21795
C: -0.28308 -3.27893 10.67910
C: -1.45968 -4.06255 11.30652
C: -0.52304 -1.70367 10.52691
C: -1.34034 -1.07747 11.63492
C: 0.74710 -0.89744 10.24322
O: -1.38101 -1.62382 9.34376
B: -1.43822 -2.95321 8.93303
C: -2.65012 -3.55827 8.21762
C: -2.58093 -4.88370 7.74732
C: -3.75975 -5.53921 7.39142
C: -4.97835 -4.84596 7.42138
C: -5.00875 -3.47346 7.71076
C: -3.83059 -2.80915 8.04876
C: 0.16454 -1.72534 5.74740
C: -1.20399 -2.29444 5.58272
C: 1.29826 -2.48168 6.08307
C: 2.49562 -1.83207 6.56405
C: 3.70528 -2.51040 6.59576
C: 3.70222 -3.91479 6.43156
C: 2.48571 -4.62148 6.31008
C: 1.28727 -3.91480 6.20144
O: -0.31274 -3.72060 9.27884
H: 1.14967 -3.41498 12.27136
H: 1.15984 -4.79717 11.13866
H: 1.89203 -3.25582 10.65568
H: -1.54934 -3.95642 12.38647
H: -2.42748 -3.78688 10.85558
H: -1.32316 -5.12049 11.04246
H: -0.85341 -1.17550 12.60986
H: -1.50099 -0.01398 11.42293
H: -2.32793 -1.55504 11.66667
H: 1.40705 -0.87016 11.11751
H: 1.31463 -1.30033 9.39432
H: 0.50854 0.14674 9.99914
H: -1.60418 -5.37130 7.66658
H: -3.73010 -6.58938 7.10230
H: -5.90322 -5.37781 7.19774
H: -5.95251 -2.93224 7.67608
H: -3.79383 -1.72448 8.18292
H: 0.20712 -0.72000 6.20229
H: -1.94537 -1.79186 6.19806
H: -1.49049 -2.02616 4.56088
H: -1.35102 -3.36932 5.66205
H: 2.41708 -0.78096 6.85096
H: 4.64343 -1.95614 6.76381
H: 4.65903 -4.45509 6.44406
H: 2.50281 -5.72888 6.30486
H: 0.33299 -4.45269 6.22171

Forces on atoms 1 to 3 (eV/Å):
-0.21 -0.86 -0.62
-0.34 0.24 -0.17
0.88 0.85 -0.40

Properties
2S+1: 1

Atomic partial charges in e from the Mulliken method, atoms 1 to 8: atom 1 (F): -0.258, atom 2 (C): 0.756, atom 3 (F): -0.286, atom 4 (F): -0.260, atom 5 (C): 0.450, atom 6 (C): -0.498, atom 7 (C): -0.385, atom 8 (C): 0.447

(2)
ORCA calculation (ωB97M-V/def2-TZVPD) on a cluster of 2 separate species, C35H35F6N4 in total.

Positions of all 80 atoms, in Å:
C: 2.64027 -3.41637 -1.14728
N: 1.38630 -4.02379 -1.48732
C: 1.24959 -5.45949 -1.61780
C: -0.13504 -5.63255 -2.20817
N: -0.53287 -4.28075 -2.51346
C: -1.75149 -3.96950 -3.19927
C: 0.33713 -3.34563 -2.03513
C: 0.06693 -1.94491 -1.99830
H: 2.48318 -2.36199 -0.89437
H: 3.08607 -3.93851 -0.29037
H: 3.36524 -3.44660 -1.98208
H: 2.02013 -5.90877 -2.25993
H: 1.32157 -5.93335 -0.63505
H: -0.14528 -6.28892 -3.08430
H: -0.81733 -6.07730 -1.47360
H: -1.58520 -3.21998 -3.98882
H: -2.14224 -4.87274 -3.68661
H: -2.51640 -3.57491 -2.50854
H: -0.54753 -1.64929 -2.87630
H: 0.87155 -1.31256 -1.59405
F: -4.03961 7.10934 -0.90076
C: -3.45327 6.15837 -1.66158
F: -4.11329 4.97234 -1.44922
F: -3.67745 6.49735 -2.97695
C: -1.98611 5.96380 -1.41725
N: -1.52669 4.86588 -2.28176
C: -0.74198 5.25780 -3.38453
C: 0.60558 5.63477 -3.20115
C: 1.33808 6.08500 -4.29633
C: 0.73078 6.19804 -5.56213
C: -0.63309 5.88923 -5.71191
C: -1.36743 5.41507 -4.63049
C: -1.55097 3.55507 -1.88141
C: -1.47355 2.52369 -2.85399
C: -1.39707 1.20873 -2.45137
C: -1.25674 0.83542 -1.09357
C: -1.05526 -0.56614 -0.78487
C: -0.69763 -0.94149 0.56429
C: -1.19230 -2.11045 1.18306
C: -0.79951 -2.48755 2.44858
C: 0.14935 -1.71493 3.14168
N: 0.58151 -2.10646 4.37609
C: -0.19674 -2.99724 5.24431
C: -1.09936 -2.14626 6.08274
F: -1.97482 -2.83514 6.85023
F: -0.34550 -1.35966 6.92668
F: -1.81306 -1.29088 5.27559
C: 1.91343 -1.90708 4.76878
C: 2.20819 -0.74321 5.49041
C: 3.51003 -0.53015 5.92042
C: 4.50570 -1.48377 5.64027
C: 4.17999 -2.68144 4.97422
C: 2.87007 -2.92311 4.57319
C: 0.73769 -0.58900 2.51162
C: 0.27181 -0.19259 1.26926
C: -1.37395 1.89238 -0.14602
C: -1.54766 3.20998 -0.51275
H: -1.47661 6.86444 -1.74431
H: -1.83473 5.75583 -0.36115
H: 1.03337 5.54375 -2.19747
H: 2.39754 6.33211 -4.16247
H: 1.31889 6.54687 -6.41988
H: -1.11800 5.99739 -6.68884
H: -2.42924 5.17097 -4.71500
H: -1.53117 2.78233 -3.91321
H: -1.43519 0.40773 -3.20190
H: -1.77223 -1.24117 -1.29843
H: -1.93673 -2.71413 0.65753
H: -1.20559 -3.37999 2.91513
H: -0.79688 -3.71489 4.69017
H: 0.51136 -3.48414 5.90710
H: 1.39037 -0.04765 5.69765
H: 3.74366 0.39320 6.45702
H: 5.54067 -1.29794 5.95230
H: 4.95273 -3.42349 4.75275
H: 2.55262 -3.85369 4.09106
H: 1.50657 -0.00884 3.02505
H: 0.66525 0.72888 0.82813
H: -1.35555 1.65232 0.91866
H: -1.66487 3.98234 0.24750

Forces on atoms 1 to 3 (eV/Å):
0.64 0.32 0.11
-0.49 1.00 -0.14
0.44 -0.45 0.13

Properties
2S+1: 1
Total charge: +1

Atomic partial charges in e from the Mulliken method, atoms 1 to 8: atom 1 (C): -0.962, atom 2 (N): 0.178, atom 3 (C): -0.618, atom 4 (C): -0.619, atom 5 (N): 0.100, atom 6 (C): -0.943, atom 7 (C): 0.713, atom 8 (C): -1.196

(3)
ORCA calculation (ωB97M-V/def2-TZVPD) on a structure of composition C35H35InN6S5.

Positions of all 82 atoms, in Å:
In: -1.36532 0.22067 0.10712
N: -1.98222 -3.98266 1.76950
C: -1.71652 -2.90495 1.02924
N: -1.45786 -1.72829 1.50975
C: -1.50179 -1.53014 2.88379
N: -1.34598 -0.36903 3.42402
N: -1.11806 0.63422 2.50838
C: -0.95586 1.78838 3.01865
C: -0.63482 2.93415 2.16424
C: -0.36425 4.17802 2.71512
C: 0.00559 5.20899 1.86458
C: 0.10205 4.95135 0.50931
C: -0.19390 3.67299 0.04691
N: -0.56649 2.69040 0.85389
C: -1.73182 -2.68708 3.75310
C: -1.71771 -2.59534 5.14640
C: -1.95346 -3.71405 5.91623
C: -2.20853 -4.94388 5.30778
C: -2.22412 -5.05595 3.93340
C: -1.98406 -3.92258 3.16311
H: -2.20132 -4.84779 1.30273
H: -1.74394 -3.02967 -0.04662
H: -1.01333 1.91887 4.09715
H: -0.43793 4.32746 3.78426
H: 0.22223 6.19348 2.25724
H: 0.39890 5.71965 -0.19063
H: -0.12623 3.42985 -1.00704
H: -1.52223 -1.63234 5.59568
H: -1.94278 -3.63997 6.99485
H: -2.39462 -5.81848 5.91630
H: -2.41911 -6.00702 3.45376
S: -7.04507 1.30047 -4.25188
C: -5.85151 0.91460 -3.18851
S: -4.71739 -0.36248 -3.43623
C: -3.84074 -0.21525 -1.92791
C: -4.25709 0.77512 -1.11220
S: -3.58732 1.21327 0.44682
S: -5.57849 1.75619 -1.70698
S: -2.50061 -1.29770 -1.68408
C: -2.43518 2.72635 -4.11733
C: -1.19163 1.92106 -3.85528
C: -0.35363 1.54068 -4.90056
C: 0.76663 0.76678 -4.64140
C: 1.67619 0.33113 -5.76077
C: 1.05948 0.36941 -3.33966
C: 0.25413 0.74201 -2.25394
C: -0.87128 1.53160 -2.56701
N: 0.45450 0.39040 -0.92087
C: 1.73004 -0.11721 -0.41595
C: 1.68081 -0.07441 1.11951
C: 2.97660 -0.58238 1.75665
C: 4.14547 0.29110 1.30019
C: 4.22581 0.24981 -0.22594
C: 4.45745 -1.19299 -0.68872
C: 3.30948 -2.08619 -0.20567
C: 3.22396 -2.02869 1.32123
C: 1.99206 -1.58704 -0.80659
C: 2.91737 0.77691 -0.82405
H: -2.27180 3.46107 -4.90654
H: -2.76958 3.24975 -3.22037
H: -3.25194 2.07737 -4.44079
H: -0.58281 1.84225 -5.91643
H: 1.31969 0.69557 -6.72343
H: 1.73509 -0.75776 -5.81366
H: 2.69071 0.70635 -5.61143
H: 1.92473 -0.25848 -3.19633
H: -1.54160 1.87041 -1.77675
H: 0.85452 -0.70234 1.46740
H: 1.47642 0.95327 1.43548
H: 2.88003 -0.53592 2.84570
H: 5.07947 -0.07041 1.74187
H: 4.00066 1.32182 1.63887
H: 5.05215 0.87913 -0.56805
H: 5.40967 -1.56276 -0.29563
H: 4.52221 -1.22862 -1.78083
H: 3.48787 -3.11677 -0.52608
H: 4.14992 -2.40243 1.76926
H: 2.40970 -2.67194 1.67354
H: 1.15228 -2.18792 -0.43454
H: 2.00249 -1.70957 -1.88886
H: 3.01256 0.84527 -1.90551
H: 2.71304 1.79084 -0.46200

Forces on atoms 1 to 3 (eV/Å):
-0.03 -0.13 -0.03
0.00 -0.02 -0.02
0.04 0.01 -0.01

Properties
2S+1: 1

Atomic partial charges in e from the Mulliken method, atoms 1 to 8: atom 1 (In): 1.188, atom 2 (N): 0.148, atom 3 (C): -0.631, atom 4 (N): 0.261, atom 5 (C): 0.250, atom 6 (N): -1.490, atom 7 (N): 1.017, atom 8 (C): -0.879

Number 1: F_max 2.240 eV/Å, DFT total energy -2129.22661 hartree. Number 2: F_max 3.672 eV/Å, DFT total energy -2172.65735 hartree. Number 3: F_max 0.135 eV/Å, DFT total energy -3864.44088 hartree.